w.
{"formula": "C5H11N", "method": "ωB97M-V/def2-TZVPD", "species": ["C", "C", "C", "C", "N", "C", "H", "H", "H", "H", "H", "H", "H", "H", "H", "H", "H"], "xyz": [[-0.46, 1.40, 2.06], [0.47, 0.75, 1.08], [0.05, 0.03, 0.03], [-1.45, -0.12, -0.24], [0.96, -0.45, -0.91], [0.67, -1.55, -1.83], [-1.39, 0.86, 2.28], [0.11, 1.62, 2.96], [-0.89, 2.37, 1.75], [1.51, 1.03, 1.13], [-1.78, 0.83, -0.65], [-1.92, -0.47, 0.67], [-1.66, -0.85, -1.02], [1.66, 0.16, -1.27], [-0.19, -2.07, -1.44], [0.40, -1.18, -2.82], [1.51, -2.23, -1.88]], "charge": 0, "lumo_energy_ev": 1.08, "smiles": "C/C=C(\\C)NC", "multiplicity": 1}

=====

x.
{"formula": "C5H11N", "method": "ωB97M-V/def2-TZVPD", "species": ["C", "C", "C", "C", "C", "N", "H", "H", "H", "H", "H", "H", "H", "H", "H", "H", "H"], "xyz": [[0.34, 0.46, 1.73], [1.11, 0.68, 0.44], [0.51, 0.09, -0.83], [-0.96, 0.42, -1.06], [-1.17, -1.12, -0.80], [0.27, -1.33, -0.89], [0.93, 0.94, 2.54], [-0.66, 0.88, 1.79], [0.25, -0.58, 2.01], [2.12, 0.36, 0.60], [1.24, 1.75, 0.23], [1.14, 0.46, -1.67], [-1.15, 0.74, -2.14], [-1.47, 1.15, -0.39], [-1.66, -1.72, -1.57], [-1.62, -1.29, 0.20], [0.78, -1.88, -0.19]], "charge": 0, "lumo_energy_ev": 1.14, "smiles": "CC[C@@H]1CCN1", "multiplicity": 1}

=====

y.
{"formula": "C5H11N", "method": "ωB97M-V/def2-TZVPD", "species": ["C", "N", "C", "C", "C", "C", "H", "H", "H", "H", "H", "H", "H", "H", "H", "H", "H"], "xyz": [[1.99, 0.03, -0.27], [0.99, -0.03, 0.56], [0.71, -0.09, 1.98], [-0.24, -0.40, 0.88], [-1.13, 1.53, -1.65], [-0.99, -1.58, 0.38], [1.84, -0.27, -1.30], [-0.05, 1.68, -1.74], [2.93, 0.46, 0.08], [0.63, 0.87, 2.51], [1.28, -0.86, 2.51], [-1.36, 1.28, -0.61], [-1.44, 0.71, -2.30], [-1.65, 2.44, -1.94], [-1.91, -1.73, 0.94], [-1.26, -1.42, -0.67], [-0.39, -2.51, 0.43]], "charge": 0, "lumo_energy_ev": 0.98, "multiplicity": 1}

=====

Stability summary - winner: w; margin: 2.7 kcal/mol.

=====

w.
{"formula": "C5H11N", "method": "ωB97M-V/def2-TZVPD", "species": ["C", "N", "C", "C", "C", "C", "H", "H", "H", "H", "H", "H", "H", "H", "H", "H", "H"], "xyz": [[1.23, -0.13, -1.03], [1.45, 0.75, 1.05], [0.33, 0.53, 1.70], [0.08, 0.04, 0.00], [-0.97, 1.05, -0.51], [-0.55, -1.37, 0.09], [1.85, -0.98, -0.73], [0.75, -0.35, -1.99], [1.87, 0.74, -1.12], [-0.41, 1.34, 1.88], [0.22, -0.30, 2.44], [-1.93, 0.97, 0.02], [-1.17, 0.84, -1.56], [-0.61, 2.07, -0.42], [-1.50, -1.43, 0.64], [-0.77, -1.66, -0.95], [0.15, -2.11, 0.48]], "charge": 0, "lumo_energy_ev": 0.88, "multiplicity": 1}

=====

x.
{"formula": "C5H11N", "method": "ωB97M-V/def2-TZVPD", "species": ["C", "C", "C", "C", "N", "C", "H", "H", "H", "H", "H", "H", "H", "H", "H", "H", "H"], "xyz": [[-1.59, -0.48, -1.18], [-0.06, -0.27, -1.17], [-0.11, -1.08, 1.04], [1.34, -0.81, 1.05], [0.51, 0.07, 0.17], [0.52, 1.49, 0.60], [-1.88, -1.47, -0.82], [-2.11, 0.24, -0.54], [-1.97, -0.34, -2.20], [0.43, -1.18, -1.52], [0.18, 0.55, -1.85], [-0.62, -0.54, 1.83], [2.06, -1.47, 0.55], [1.79, -0.25, 1.87], [-0.18, 2.05, -0.02], [1.51, 1.96, 0.53], [0.19, 1.54, 1.64]], "charge": 0, "lumo_energy_ev": 0.93, "multiplicity": 1}

=====

Stability summary - winner: x; margin: 2.0 kcal/mol.

=====

w.
{"formula": "C4H3N", "method": "ωB97M-V/def2-TZVPD", "species": ["C", "C", "C", "C", "N", "H", "H", "H"], "xyz": [[-0.82, -0.87, -1.87], [-0.15, -0.30, -1.05], [0.66, 0.37, -0.10], [0.56, 0.10, 1.19], [0.29, 0.08, 2.38], [-1.38, -1.39, -2.62], [1.29, 1.22, -0.36], [-0.44, 0.79, 2.44]], "charge": 0, "lumo_energy_ev": 0.69, "smiles": "C#CC=C=N", "multiplicity": 1}

=====

x.
{"formula": "C4H3N", "method": "ωB97M-V/def2-TZVPD", "species": ["C", "C", "C", "C", "N", "H", "H", "H"], "xyz": [[-1.50, 0.25, -0.05], [-0.05, 0.13, -0.02], [1.14, -0.06, 0.01], [2.48, -0.40, 0.08], [3.59, -0.73, 0.15], [-1.83, 1.27, -0.24], [-1.92, -0.08, 0.91], [-1.90, -0.39, -0.84]], "charge": 0, "lumo_energy_ev": 0.66, "smiles": "CC#CC#N", "multiplicity": 1}

=====

Stability summary - winner: x; margin: 32.2 kcal/mol.